(1)
ORCA calculation (ωB97M-V/def2-TZVPD) on a 3-piece molecular cluster, C2H11N3O2 overall.

Properties
- Kohn-Sham gap: 9.41 eV
- SMILES string: [H]/N=C(\N)NC.O.O
- Total charge: 0

Positions of all 18 atoms, in Å:
H1 0.3027 -0.0877 1.5688
N1 0.6925 0.0493 0.6295
C1 -0.2535 0.1086 -0.2750
N2 -1.5699 0.3181 0.0794
N3 0.0085 0.1233 -1.6550
C2 1.3939 0.1255 -2.0441
H2 -1.6895 0.7631 0.9756
H3 -2.1773 0.4562 -0.6992
H4 -0.4751 -0.5995 -2.1605
H5 1.4782 -0.2006 -3.0591
H6 1.9658 -0.4683 -1.3410
H7 1.9096 1.1932 -1.8867
O1 -3.7411 0.4176 1.8303
H8 -4.4562 0.2086 1.2012
H9 -3.7547 -0.2611 2.5102
O2 3.5777 -1.0146 1.1968
H10 2.6534 -0.8022 1.5445
H11 4.1350 -0.3296 1.5845

Listed below, in e, are the natural (NBO) charges computed for each atom:
1 H 0.34
2 N -0.83
3 C 0.60
4 N -0.83
5 N -0.65
6 C -0.42
7 H 0.42
8 H 0.38
9 H 0.38
10 H 0.20
11 H 0.23
12 H 0.19
13 O -0.95
14 H 0.48
15 H 0.48
16 O -0.95
17 H 0.49
18 H 0.46

***

(2)
ORCA calculation (ωB97M-V/def2-TZVPD) on a 3-piece molecular cluster, C2H11N3O2 overall.

Properties
- Kohn-Sham gap: 9.04 eV
- SMILES string: [H]/N=C(\N)NC.O.O
- Total charge: 0

Positions of all 18 atoms, in Å:
H1 2.1474 0.3743 0.4712
N1 1.2207 -0.1680 0.6247
C1 0.5902 -0.1568 -0.5103
N2 0.8719 0.5153 -1.6271
N3 -0.5538 -0.9269 -0.6368
C2 -1.2261 -1.4022 0.5467
H2 0.1600 0.8423 -2.2900
H3 1.7061 1.0446 -1.4831
H4 -0.7285 -1.4542 -1.5332
H5 -2.2618 -0.9053 0.5310
H6 -0.6975 -1.2277 1.4732
H7 -1.4560 -2.4703 0.3310
O1 -1.3425 2.9064 -1.6515
H8 -1.2537 3.8539 -1.5652
H9 -2.2396 2.8609 -1.8464
O2 1.4625 -1.5344 3.2123
H10 1.3215 -0.9527 2.4167
H11 2.2791 -1.1991 3.5368

Listed below, in e, are the natural (NBO) charges computed for each atom:
1 H 0.33
2 N -0.84
3 C 0.60
4 N -0.82
5 N -0.65
6 C -0.41
7 H 0.42
8 H 0.38
9 H 0.40
10 H 0.18
11 H 0.24
12 H 0.19
13 O -0.93
14 H 0.47
15 H 0.46
16 O -0.97
17 H 0.50
18 H 0.45

***

Most stable structure: (2)

***

(1)
ORCA calculation (ωB97M-V/def2-TZVPD) on C4H8FN in the gas phase.

Properties
- Kohn-Sham gap: 10.64 eV
- SMILES string: N[C@@H]1CC[C@H]1F
- Total charge: 0

Positions of all 14 atoms, in Å:
N1 1.6993 -1.0140 0.2003
C1 0.5683 -0.3299 -0.2685
C2 0.2715 1.1610 -0.0174
C3 -1.2756 0.8326 0.0197
C4 -0.8733 -0.5837 0.3405
F1 -1.6394 -1.6493 -0.1735
H1 1.4204 -1.9915 0.3278
H2 2.4522 -0.9985 -0.4710
H3 0.4463 -0.4214 -1.3883
H4 0.6318 1.5915 0.9295
H5 0.6004 1.8567 -0.8066
H6 -1.8270 1.3967 0.8195
H7 -1.7498 0.9614 -0.9340
H8 -0.7252 -0.8117 1.4222

Listed below, in e, are the natural (NBO) charges computed for each atom:
1 N -0.83
2 C -0.07
3 C -0.41
4 C -0.44
5 C 0.20
6 F -0.37
7 H 0.37
8 H 0.37
9 H 0.16
10 H 0.21
11 H 0.21
12 H 0.22
13 H 0.22
14 H 0.17

***

(2)
ORCA calculation (ωB97M-V/def2-TZVPD) on C4H8FN as an isolated structure.

Properties
- Kohn-Sham gap: 10.45 eV
- Total charge: 0

Positions of all 14 atoms, in Å:
C1 -1.7979 -0.1036 0.3397
C2 0.3837 -0.9965 -0.3387
C3 1.4951 0.0002 -0.3986
C4 0.3611 1.0142 -0.1217
H1 -2.3562 -1.1522 0.4087
H2 -2.3868 0.6685 0.0952
H3 -1.1735 0.0366 1.4263
H4 0.3570 -1.0335 0.8684
H5 0.5388 -1.9817 -0.8948
H6 1.9102 0.3363 -1.4495
H7 0.3085 1.2682 0.9291
H8 0.4484 2.0597 -0.7512
N1 -0.5970 0.0202 -0.5900
F1 2.5085 -0.1365 0.4770

Listed below, in e, are the natural (NBO) charges computed for each atom:
1 C -0.39
2 C -0.26
3 C 0.19
4 C -0.25
5 H 0.22
6 H 0.19
7 H 0.15
8 H 0.16
9 H 0.22
10 H 0.16
11 H 0.19
12 H 0.20
13 N -0.42
14 F -0.34

***

Most stable structure: (1)

***

(1)
ORCA calculation (ωB97M-V/def2-TZVPD) on a 2-piece molecular cluster, C3H6N3P overall.

Properties
- Kohn-Sham gap: 8.49 eV
- Total charge: 0

Positions of all 13 atoms, in Å:
C1 -1.1113 1.6264 0.5362
C2 2.8031 -0.0485 0.3041
C3 -0.3863 -0.9256 0.0437
N1 -1.0733 1.9035 -0.6817
N2 2.5664 0.5342 -0.6714
N3 0.0075 -2.2306 0.0196
P1 -0.3549 0.1831 1.3115
H1 -1.6866 2.2011 1.2379
H2 0.8411 -2.4955 0.5672
H3 -1.0376 -0.5790 -0.8994
H4 -1.5122 2.7131 -1.1524
H5 1.9042 0.7970 -1.3711
H6 0.0184 -2.6919 -0.8491

Listed below, in e, are the natural (NBO) charges computed for each atom:
1 C -0.15
2 C 0.29
3 C -0.32
4 N -0.68
5 N -0.74
6 N -0.78
7 P 0.41
8 H 0.16
9 H 0.39
10 H 0.23
11 H 0.36
12 H 0.45
13 H 0.38

***

(2)
ORCA calculation (ωB97M-V/def2-TZVPD) on C3H6N3P in the gas phase.

Properties
- Kohn-Sham gap: 10.22 eV
- SMILES string: NPn1cccn1
- Total charge: 0

Positions of all 13 atoms, in Å:
N1 2.5322 -0.8148 0.3668
P1 1.8660 0.6286 -0.0464
N2 0.0372 0.3944 -0.0670
C1 -0.9791 1.2543 0.1887
C2 -2.1262 0.5683 0.1747
C3 -1.7488 -0.6770 -0.2190
N3 -0.4608 -0.8771 -0.2509
H1 2.1269 -1.6044 -0.0385
H2 3.2543 -0.9464 1.1044
H3 1.9809 0.3087 -1.5894
H4 -0.8602 2.2184 0.4927
H5 -3.1022 1.0718 0.2964
H6 -2.5202 -1.5249 -0.4126

Listed below, in e, are the natural (NBO) charges computed for each atom:
1 N -1.18
2 P 0.95
3 N -0.44
4 C -0.03
5 C -0.36
6 C -0.03
7 N -0.30
8 H 0.41
9 H 0.42
10 H -0.08
11 H 0.21
12 H 0.23
13 H 0.20

***

Most stable structure: (2)

***

(1)
ORCA calculation (ωB97M-V/def2-TZVPD) on a 2-piece molecular cluster, C3H2NO2P overall.

Properties
- Kohn-Sham gap: 10.14 eV
- SMILES string: O=C=CC=O.N#P
- Total charge: 0

Positions of all 9 atoms, in Å:
O1 -1.3716 1.0317 -1.9645
C1 -0.7845 0.2576 -1.3424
C2 -0.0398 -0.6788 -0.9936
C3 1.0478 -0.5812 0.0546
O2 1.4915 0.4152 0.5549
H1 -0.2768 -1.7230 -1.2195
H2 1.4331 -1.5214 0.4528
N1 -1.2746 0.9295 2.0322
P1 -0.2248 1.8705 2.4254

Listed below, in e, are the natural (NBO) charges computed for each atom:
1 O -0.40
2 C 0.78
3 C -0.67
4 C 0.45
5 O -0.56
6 H 0.28
7 H 0.13
8 N -0.93
9 P 0.93

***

(2)
ORCA calculation (ωB97M-V/def2-TZVPD) on a 2-piece molecular cluster, C3H2NO2P overall.

Properties
- Kohn-Sham gap (spin up / spin down): 4.30 / 4.35 eV
- Total charge: 0

Positions of all 9 atoms, in Å:
C1 1.4523 -1.1059 -0.1947
C2 -0.4125 -0.2880 0.0837
C3 0.5615 0.8150 0.1834
N1 0.1926 -1.3886 -0.2703
O1 0.4828 2.0486 0.2512
O2 1.7852 0.1196 0.1949
P1 -3.3932 0.0920 0.2470
H1 2.2210 -1.7553 -0.2239
H2 -2.8896 1.4626 -0.2713

Listed below, in e, are the natural (NBO) charges computed for each atom:
1 C 0.52
2 C 0.13
3 C 0.60
4 N -0.54
5 O -0.41
6 O -0.46
7 P 0.03
8 H 0.19
9 H -0.06

***

Most stable structure: (1)

***

(1)
ORCA calculation (ωB97M-V/def2-TZVPD) on C16H16N4O3S in the gas phase.

Properties
- Kohn-Sham gap: 8.40 eV
- SMILES string: COC(=O)c1ccc(CSc2nnnn2-c2ccc(C)cc2C)o1
- Total charge: 0

Positions of all 40 atoms, in Å:
C1 -4.5053 -0.8834 3.1824
O1 -3.9597 -0.6673 1.7070
C2 -4.6357 -1.0601 0.8148
O2 -5.6293 -1.8339 0.9458
C3 -3.9541 -0.4874 -0.5876
C4 -4.2953 -0.7765 -1.8679
C5 -3.2715 -0.1479 -2.5686
C6 -2.5614 0.7765 -1.6624
C7 -1.3171 1.2723 -2.0354
S1 0.1702 0.5038 -1.5072
C8 0.7803 1.1680 -0.1324
N1 0.1344 2.3128 0.4755
N2 1.0377 2.7788 1.3679
N3 1.9034 1.9530 1.6417
N4 1.8228 1.0168 0.4264
C9 2.6797 0.0801 0.4654
C10 2.3225 -1.1888 0.1528
C11 3.1583 -2.2878 0.0713
C12 4.5865 -1.9290 -0.3291
C13 5.6043 -3.1691 -0.2673
C14 5.1207 -0.7791 0.1198
C15 4.1787 0.0739 0.3295
C16 4.7171 1.8077 0.5238
O3 -2.9791 0.4242 -0.5191
H1 -5.4572 -0.6119 3.1317
H2 -3.8333 -0.2748 3.8420
H3 -4.4227 -1.9979 3.1979
H4 -5.1515 -1.3109 -2.0071
H5 -3.2601 -0.0470 -3.6113
H6 -1.2939 1.8789 -2.9192
H7 -1.3189 2.2739 -1.3513
H8 1.2647 -1.4738 0.3625
H9 2.8757 -3.3311 -0.4379
H10 5.0481 -4.2596 -0.5854
H11 6.2532 -3.0167 -1.0648
H12 6.1765 -3.1793 0.6674
H13 6.0694 -0.6360 0.0133
H14 4.3581 1.9424 1.6751
H15 5.7916 1.6429 0.4912
H16 4.2276 2.4561 -0.1899

Listed below, in e, are the natural (NBO) charges computed for each atom:
1 C -0.23
2 O -0.47
3 C 0.79
4 O -0.67
5 C 0.18
6 C -0.28
7 C -0.28
8 C 0.25
9 C -0.66
10 S 0.39
11 C 0.18
12 N -0.38
13 N 0.01
14 N -0.07
15 N -0.29
16 C 0.08
17 C -0.19
18 C -0.25
19 C 0.10
20 C -0.63
21 C -0.34
22 C 0.16
23 C -0.65
24 O -0.36
25 H 0.20
26 H 0.22
27 H 0.22
28 H 0.24
29 H 0.21
30 H 0.28
31 H 0.30
32 H 0.21
33 H 0.23
34 H 0.21
35 H 0.21
36 H 0.22
37 H 0.21
38 H 0.24
39 H 0.20
40 H 0.22

***

(2)
ORCA calculation (ωB97M-V/def2-TZVPD) on C16H16N4O3S in the gas phase.

Properties
- Kohn-Sham gap: 9.82 eV
- SMILES string: Cc1ccc(S(=O)(=O)N(C)Cc2nc(-c3ccccn3)no2)cc1
- Total charge: 0

Positions of all 40 atoms, in Å:
C1 -2.8490 -2.7294 -3.2789
C2 -2.6051 -1.7988 -2.1316
C3 -3.5038 -1.7375 -1.0693
C4 -3.2726 -0.8924 0.0006
C5 -2.1345 -0.1077 0.0059
S1 -1.8799 0.9704 1.4018
O1 -0.7360 1.8130 1.1914
O2 -3.1143 1.6057 1.7520
N1 -1.5635 -0.1509 2.6557
C6 -1.5071 0.5236 3.9379
C7 -0.4392 -1.0174 2.3664
C8 0.7660 -0.2597 1.9293
N2 1.2676 -0.2459 0.7360
C9 2.2803 0.6625 0.8383
C10 3.1211 1.0674 -0.2771
C11 4.1412 1.9995 -0.0773
C12 4.9089 2.3739 -1.1651
C13 4.6344 1.8109 -2.4029
C14 3.5957 0.8941 -2.4907
N3 2.8571 0.5281 -1.4623
N4 2.3995 1.1475 2.0480
O3 1.4207 0.5493 2.7691
C15 -1.2288 -0.1460 -1.0361
C16 -1.4690 -0.9964 -2.1014
H1 -3.9134 -2.8902 -3.4305
H2 -2.4141 -2.3379 -4.1948
H3 -2.3879 -3.6959 -3.0743
H4 -4.3908 -2.3537 -1.0851
H5 -3.9593 -0.8188 0.8283
H6 -2.3687 1.1855 3.9798
H7 -1.5740 -0.2172 4.7349
H8 -0.5943 1.1159 4.0583
H9 -0.7200 -1.6889 1.5516
H10 -0.2147 -1.6018 3.2633
H11 4.3024 2.4041 0.9083
H12 5.7071 3.0933 -1.0523
H13 5.2089 2.0768 -3.2766
H14 3.3408 0.4278 -3.4337
H15 -0.3474 0.4724 -0.9991
H16 -0.7640 -1.0352 -2.9178

Listed below, in e, are the natural (NBO) charges computed for each atom:
1 C -0.63
2 C 0.02
3 C -0.22
4 C -0.20
5 C -0.29
6 S 2.29
7 O -0.94
8 O -0.93
9 N -0.64
10 C -0.44
11 C -0.30
12 C 0.52
13 N -0.47
14 C 0.28
15 C 0.13
16 C -0.21
17 C -0.17
18 C -0.25
19 C 0.04
20 N -0.39
21 N -0.13
22 O -0.27
23 C -0.18
24 C -0.21
25 H 0.22
26 H 0.22
27 H 0.23
28 H 0.21
29 H 0.24
30 H 0.24
31 H 0.21
32 H 0.20
33 H 0.25
34 H 0.24
35 H 0.24
36 H 0.22
37 H 0.22
38 H 0.19
39 H 0.26
40 H 0.22

***

Most stable structure: (2)